C5H11N3O | ωB97M-V/def2-TZVPD

```
! RIJCOSX wB97M-V def2-TZVPD def2/J DEFGRID3
* xyz 0 1
C 1.2387 -0.7609 -1.7487
N 0.4247 0.2406 -1.0371
C -0.9662 0.4016 -1.4901
N -1.6205 0.4901 -2.4625
H 0.8652 1.1594 -1.0822
H 1.3055 -0.5491 -2.8156
H 0.7268 -1.7156 -1.6445
H 2.2316 -0.7949 -1.2995
C 0.5660 0.7500 1.7768
C -0.3788 -1.4535 0.9419
C -0.2823 0.0402 0.7530
O -1.4174 2.0280 0.4972
N -1.4626 0.5826 0.3120
H -2.2579 2.3001 0.1081
H 0.0421 0.7156 2.7350
H 1.5210 0.2412 1.9113
H 0.6115 -1.9097 0.9788
H -0.8807 -1.6573 1.8889
H -0.9656 -1.9092 0.1455
H 0.6991 1.8007 1.5316
*
```

Values from the calculation:
* HOMO energy: -8.0 eV
* energy relative to the best compared isomer or geometry (same formula, charge and spin): 513.3 kJ/mol

C49H69AlN11O3S | ωB97M-V/def2-TZVPD

```
! RIJCOSX wB97M-V def2-TZVPD def2/J DEFGRID3
* xyz -1 1
O -3.8646 3.4379 -0.3293
S -4.6274 2.5324 -1.1689
O -6.0235 2.3596 -0.7969
C -3.7905 1.0598 -1.4070
Al -1.8820 1.2319 -2.1900
C -0.6878 2.4345 -1.1236
C 0.0456 1.9760 0.1503
C -0.7821 1.1367 1.1496
C -0.3726 -0.3322 1.2948
O -0.0819 -1.0049 0.0790
H -4.6248 3.0546 -2.4200
H -3.8186 0.5116 -0.4589
H -4.3787 0.4941 -2.1405
H -2.0857 1.8928 -3.6724
H -1.3836 -0.2978 -2.4102
H 0.0657 2.7828 -1.8453
H -1.2867 3.3118 -0.8477
H 0.9898 1.4633 -0.0830
H 0.3634 2.8739 0.7000
H -0.6344 1.5602 2.1522
H -1.8518 1.2384 0.9438
H 0.4859 -0.3930 1.9805
H -1.1886 -0.9074 1.7389
H 0.6922 -0.5950 -0.3241
N -3.0818 -0.7313 -5.2371
C -2.2262 -1.5977 -5.8289
C -2.1779 -1.3048 -7.1694
C -3.0375 -0.1867 -7.3733
C -3.5763 0.1448 -6.1524
H -3.2720 -0.7290 -4.2475
H -1.7492 -2.3563 -5.2322
H -1.5959 -1.8227 -7.9145
H -3.2323 0.3185 -8.3049
H -4.2561 0.9272 -5.8641
N 1.0676 5.7042 1.6367
C 1.9013 4.9795 2.4364
C 3.1173 5.6116 2.4544
C 3.0080 6.7659 1.6296
C 1.7283 6.7911 1.1400
H 0.1137 5.4613 1.4327
H 1.5622 4.0782 2.9182
H 3.9871 5.2694 2.9934
H 3.7764 7.4900 1.4131
H 1.2376 7.4858 0.4806
N -6.3834 1.8724 2.2343
C -6.6913 0.5919 1.8847
C -7.1436 -0.0547 3.0079
C -7.1072 0.8836 4.0767
C -6.6325 2.0638 3.5617
H -6.0254 2.5573 1.5867
H -6.5643 0.2604 0.8684
H -7.4653 -1.0822 3.0562
H -7.3942 0.7133 5.1015
H -6.4517 3.0165 4.0297
N -0.4545 -4.6428 -4.2621
C -0.7791 -5.5078 -3.2523
C -1.4421 -6.5683 -3.8168
C -1.5202 -6.3323 -5.2189
C -0.8971 -5.1385 -5.4616
H 0.0039 -3.7563 -4.1457
H -0.5119 -5.2935 -2.2302
H -1.8286 -7.4261 -3.2890
H -1.9830 -6.9626 -5.9592
H -0.7401 -4.5902 -6.3754
N -3.5904 -7.0436 -0.8950
C -3.7979 -7.1308 0.4536
C -5.0021 -7.7519 0.6516
C -5.5419 -8.0475 -0.6303
C -4.6475 -7.5955 -1.5635
H -2.7903 -6.6253 -1.3330
H -3.0784 -6.7433 1.1544
H -5.4502 -7.9644 1.6078
H -6.4820 -8.5289 -0.8420
H -4.6758 -7.6149 -2.6398
N 2.8640 -3.6846 -3.2282
C 3.6040 -4.4505 -2.3689
C 4.8719 -3.9357 -2.3396
C 4.8953 -2.8145 -3.2145
C 3.6411 -2.6844 -3.7468
H 1.8980 -3.8359 -3.4434
H 3.1680 -5.2899 -1.8549
H 5.6915 -4.3175 -1.7541
H 5.7357 -2.1743 -3.4244
H 3.2370 -1.9666 -4.4401
N -3.8105 -3.8564 -2.6134
C -4.8169 -3.0416 -3.0595
C -5.3412 -2.3891 -1.9750
C -4.6187 -2.8259 -0.8303
C -3.6848 -3.7300 -1.2573
H -3.2482 -4.4518 -3.1971
H -5.0623 -2.9956 -4.1074
H -6.1425 -1.6685 -1.9938
H -4.7633 -2.5022 0.1873
H -2.9377 -4.2807 -0.7115
N 6.4982 6.0962 4.3488
C 7.8423 6.0417 4.1139
C 8.4200 5.3558 5.1514
C 7.3801 4.9779 6.0440
C 6.2060 5.4507 5.5197
H 5.8176 6.5400 3.7570
H 8.2720 6.4864 3.2329
H 9.4705 5.1424 5.2561
H 7.4807 4.4233 6.9618
H 5.1898 5.3791 5.8686
N 1.6413 -7.1232 -6.5950
C 1.2164 -8.4129 -6.4491
C 1.6926 -9.1344 -7.5125
C 2.4339 -8.2396 -8.3322
C 2.3829 -7.0064 -7.7368
H 1.4247 -6.3752 -5.9609
H 0.6133 -8.7042 -5.6063
H 1.5274 -10.1851 -7.6844
H 2.9445 -8.4739 -9.2514
H 2.8106 -6.0624 -8.0284
N 3.1768 4.2767 7.4972
C 2.9277 3.2991 8.4226
C 2.3554 2.2416 7.7685
C 2.2551 2.5953 6.3945
C 2.7704 3.8559 6.2589
H 3.5882 5.1681 7.7029
H 3.1771 3.4387 9.4604
H 2.0411 1.3167 8.2223
H 1.8497 1.9929 5.5988
H 2.8756 4.4848 5.3898
N 5.8405 8.4418 6.8667
C 6.7537 9.4568 6.8853
C 6.2308 10.4821 7.6298
C 4.9474 10.0664 8.0773
C 4.7375 8.8036 7.5879
H 5.9642 7.5626 6.3917
H 7.6959 9.3620 6.3729
H 6.7130 11.4242 7.8309
H 4.2578 10.6293 8.6840
H 3.8935 8.1422 7.6904
*
```

Values from the calculation:
* HOMO energy: -5.9 eV
* energy relative to the best compared isomer or geometry (same formula, charge and spin): 0.0 kJ/mol

C31H47Ge2N5O2PPdS2 | ωB97M-V/def2-TZVPD

```
! RIJCOSX wB97M-V def2-TZVPD def2/J DEFGRID3
* xyz 0 4
Pd -0.4278 0.1748 0.0403
C -0.3311 4.6105 4.7964
C -0.9906 3.7683 3.7324
O -0.1213 2.6573 3.4099
P 0.2948 2.3846 1.8905
S 1.6173 0.9429 1.9333
S -1.4006 2.2286 0.7859
O 0.9035 3.7769 1.3847
C 2.2284 4.1878 1.7946
C 2.3546 5.6624 1.5049
H -1.0104 5.4024 5.1221
H 0.5820 5.0722 4.4149
H -0.0721 3.9962 5.6602
H -1.1951 4.3587 2.8392
H -1.9326 3.3500 4.0833
H 2.9580 3.6031 1.2360
H 2.3690 3.9714 2.8545
H 2.1847 5.8580 0.4439
H 3.3575 6.0068 1.7671
H 1.6264 6.2367 2.0813
C -3.7939 -2.7713 -2.6975
C -3.0338 -2.3920 -1.4180
Ge -2.4710 -0.5042 -1.3024
C -4.0335 0.6887 -1.1572
C -5.0623 0.6210 -2.2932
C -1.7662 -0.1317 -3.1092
C -0.5452 0.2767 -3.4859
Ge 0.7974 0.6203 -2.0557
C 2.3920 -0.5337 -2.1896
C 3.2742 -0.4596 -3.4421
C 1.3180 2.5175 -1.8550
C 2.0729 3.2666 -2.9597
C -0.1979 0.4573 -4.9436
C 1.0757 0.8627 -5.3390
C 1.4227 1.0220 -6.6766
C 0.4891 0.7704 -7.6678
C -0.7873 0.3549 -7.3017
C -1.1209 0.1983 -5.9660
H -4.0094 -3.8439 -2.7248
H -3.2139 -2.5364 -3.5939
H -4.7478 -2.2489 -2.7793
H -2.1116 -2.9788 -1.3461
H -3.6212 -2.6318 -0.5260
H -3.6054 1.6930 -1.1001
H -4.5102 0.5030 -0.1898
H -4.6018 0.8125 -3.2670
H -5.8519 1.3666 -2.1569
H -5.5500 -0.3536 -2.3451
H -2.5032 -0.2968 -3.8999
H 2.0272 -1.5546 -2.0534
H 2.9734 -0.2813 -1.2980
H 2.7327 -0.7516 -4.3428
H 4.1299 -1.1336 -3.3380
H 3.6725 0.5453 -3.6060
H 1.9109 2.5105 -0.9369
H 0.3910 3.0349 -1.6083
H 3.0106 2.7735 -3.2343
H 2.3290 4.2730 -2.6144
H 1.4776 3.3788 -3.8649
H 1.8225 1.0548 -4.5816
H 2.4263 1.3399 -6.9388
H 0.7498 0.8877 -8.7131
H -1.5294 0.1492 -8.0658
H -2.1221 -0.1316 -5.7204
C 1.9077 -2.4408 1.0057
C 0.4710 -2.6042 1.3563
N -0.4897 -1.7199 1.1896
C -1.6494 -2.2700 1.7086
C -1.3849 -3.4995 2.1983
N -0.0363 -3.7048 1.9696
C 0.7255 -4.8354 2.4447
N 0.7436 -4.8480 3.8939
N 0.6658 -6.0425 4.5341
N 0.7204 -5.8418 5.7991
C 0.8250 -4.4764 6.0142
C 0.8961 -3.7616 7.2153
C 0.9798 -2.3921 7.1307
C 0.9930 -1.7344 5.8790
C 0.9245 -2.4236 4.6900
C 0.8401 -3.8229 4.7917
H 2.0357 -1.4901 0.5052
H 2.2543 -3.2345 0.3419
H 2.5351 -2.4350 1.9014
H -2.5783 -1.7271 1.6968
H -2.0003 -4.2298 2.6989
H 1.7314 -4.7652 2.0454
H 0.2830 -5.7703 2.1218
H 0.8849 -4.2795 8.1665
H 1.0344 -1.8000 8.0358
H 1.0566 -0.6526 5.8499
H 0.9309 -1.8916 3.7457
*
```

Values from the calculation:
* HOMO energy (alpha / beta): -5.6 / -8.1 eV
* energy relative to the best compared isomer or geometry (same formula, charge and spin): 9.3 kJ/mol

C4H8N2O | ωB97M-V/def2-TZVPD

```
! RIJCOSX wB97M-V def2-TZVPD def2/J DEFGRID3
* xyz 0 1
C -1.4511 1.1579 -0.0175
C -1.2312 -0.3413 0.0807
N -0.0330 -0.7480 -0.5722
N 0.4451 -1.8387 -0.2329
O -0.1108 -2.6631 0.5105
H -0.5767 1.6731 0.2550
H -1.8444 1.6317 -0.8627
H -2.1957 1.3666 0.6360
H -1.1942 -0.7283 1.0320
H -2.1661 -0.7603 -0.4316
H 1.3892 -1.9989 -0.8256
C 2.4878 0.5589 0.6683
C 1.9466 0.9635 -0.3413
H 3.2309 0.5702 1.2638
H 1.3035 1.1568 -1.1626
*
```

Values from the calculation:
* HOMO energy: -9.5 eV
* energy relative to the best compared isomer or geometry (same formula, charge and spin): 706.9 kJ/mol

C9H13N5 | ωB97M-V/def2-TZVPD

```
! RIJCOSX wB97M-V def2-TZVPD def2/J DEFGRID3
* xyz 2 1
C 0.5121 1.6672 -1.3649
C 0.4206 1.2029 0.0440
N 0.3448 2.1109 1.0156
N 1.0662 0.0026 0.3057
C 2.0618 -0.1790 1.2334
C 2.6004 -1.4657 1.0387
C 1.7685 -2.0737 0.1366
N 0.9398 -1.1454 -0.4035
C -0.2255 -1.4349 -1.0985
N -1.3981 -1.0435 -0.3549
C -2.2911 -1.7522 0.2658
C -2.9655 -0.7828 1.0780
C -2.3804 0.4415 0.8021
N -1.4047 0.2478 -0.0634
H 1.5706 1.8114 -1.6736
H 0.1247 2.6756 -1.4965
H 0.1743 0.8814 -2.1487
H -0.0430 1.9758 1.9845
H 0.2340 3.1268 0.7251
H 2.5863 0.5454 1.8186
H 3.4236 -1.8413 1.6191
H 1.8349 -3.0016 -0.2452
H -0.3705 -2.4359 -1.2494
H -0.2843 -0.9149 -2.1167
H -2.4107 -2.7934 0.0599
H -3.9104 -1.0008 1.7092
H -2.6856 1.4253 1.0913
*
```

Values from the calculation:
* HOMO energy: -17.0 eV
* energy relative to the best compared isomer or geometry (same formula, charge and spin): 281.4 kJ/mol

C4H8OS | ωB97M-V/def2-TZVPD

```
! RIJCOSX wB97M-V def2-TZVPD def2/J DEFGRID3
* xyz 0 1
C -0.3781 -0.4638 0.5841
C -0.2009 -0.1458 -0.9394
C -1.7172 -1.1944 0.8330
C 1.0471 0.6024 -1.3634
O -2.0670 -1.8964 1.7493
S -1.6544 0.9948 -1.2527
H 0.3917 -0.9204 1.1614
H -0.4481 0.6106 0.9731
H -0.3494 -1.1130 -1.5390
H -2.4165 -1.1014 0.0215
H 1.0083 1.0253 -2.3884
H 2.0178 0.1810 -1.3175
H 1.0632 1.6213 -0.9119
H -1.0918 2.1098 -2.4674
*
```

Values from the calculation:
* HOMO energy: -9.5 eV
* energy relative to the best compared isomer or geometry (same formula, charge and spin): 233.9 kJ/mol

C6H10N | ωB97M-V/def2-TZVPD

```
! RIJCOSX wB97M-V def2-TZVPD def2/J DEFGRID3
* xyz 1 1
C 0.9171 -0.1973 -0.4833
C 1.9481 -0.0326 0.0998
C -0.9901 -1.7778 -0.8255
C -2.1009 -1.9176 -0.2716
C -0.3665 -0.2669 -1.0754
C 3.2922 0.0677 0.6582
N -2.2453 1.8010 0.7976
H -0.2223 -2.4162 -1.0963
H -3.1573 -1.9780 -0.0255
H -0.3994 -0.1522 -2.1259
H -1.0236 0.5323 -0.6023
H -1.8798 2.4874 0.2211
H 4.0226 0.3873 -0.1813
H 3.6551 -1.0223 0.7477
H 3.4013 0.8122 1.4998
H -3.1938 1.8905 0.9504
H -1.6573 1.7822 1.7123
*
```

Values from the calculation:
* HOMO energy: -13.5 eV
* energy relative to the best compared isomer or geometry (same formula, charge and spin): 491.3 kJ/mol

C22H21NO4S | ωB97M-V/def2-TZVPD

```
! RIJCOSX wB97M-V def2-TZVPD def2/J DEFGRID3
* xyz 0 1
O -0.2426 5.7436 0.8028
C -1.0017 5.9253 -0.1137
O -1.3086 7.1523 -0.5570
C -1.6833 4.8430 -0.8663
C -2.4522 5.1085 -1.9975
C -3.0674 4.0724 -2.6791
C -2.9170 2.7667 -2.2379
C -2.1549 2.5127 -1.1129
S -1.9351 0.8180 -0.5784
O -2.9433 0.0004 -1.1819
O -1.7913 0.7983 0.8512
N -0.4650 0.4867 -1.3182
C -0.2926 -0.8697 -1.8084
C -0.4330 -1.9391 -0.7208
C 0.4273 -1.6464 0.5219
C 0.2061 -2.7532 1.5334
C -0.9031 -2.6682 2.3679
C -1.1740 -3.6686 3.2829
C -0.3364 -4.7675 3.3787
C 0.7716 -4.8564 2.5552
C 1.0408 -3.8563 1.6358
C 1.8841 -1.4280 0.2049
C 2.5816 -0.4356 0.8848
C 3.9244 -0.2118 0.6391
C 4.5951 -0.9792 -0.2975
C 3.9125 -1.9693 -0.9824
C 2.5694 -2.1922 -0.7337
C -1.5361 3.5304 -0.4212
H -0.8399 7.8189 -0.0304
H -2.5625 6.1280 -2.3330
H -3.6647 4.2822 -3.5531
H -3.3879 1.9358 -2.7386
H 0.2888 0.7651 -0.7060
H -1.0669 -1.0210 -2.5628
H 0.6891 -0.9194 -2.2860
H -1.4777 -1.9707 -0.4063
H -0.1797 -2.9135 -1.1418
H 0.0354 -0.7307 0.9795
H -1.5524 -1.8069 2.2959
H -2.0388 -3.5897 3.9254
H -0.5447 -5.5490 4.0947
H 1.4322 -5.7084 2.6271
H 1.9140 -3.9352 1.0053
H 2.0640 0.1652 1.6201
H 4.4478 0.5635 1.1792
H 5.6433 -0.8071 -0.4925
H 4.4286 -2.5738 -1.7146
H 2.0557 -2.9701 -1.2792
H -0.9590 3.3197 0.4655
*
```

Values from the calculation:
* HOMO energy: -8.9 eV
* energy relative to the best compared isomer or geometry (same formula, charge and spin): 4.9 kJ/mol

C40H47CaN4O4STe | ωB97M-V/def2-TZVPD

```
! RIJCOSX wB97M-V def2-TZVPD def2/J DEFGRID3
* xyz -1 1
Ca -0.2377 -1.3299 0.1484
C 5.9272 -4.9086 -5.3824
C 4.8364 -4.5609 -4.4051
C 5.0645 -3.6533 -3.3736
C 4.0599 -3.3108 -2.4836
C 2.8034 -3.8860 -2.6241
C 2.5512 -4.7922 -3.6433
C 3.5708 -5.1243 -4.5246
S 1.5281 -3.4578 -1.4826
O 0.2815 -3.9437 -2.0542
O 1.9107 -4.0233 -0.2060
N 1.5374 -1.8897 -1.3067
C 1.0262 -1.0311 -2.3151
C 1.0184 -1.3334 -3.6827
C 0.5231 -0.3862 -4.5518
C 0.0376 0.8224 -4.0567
C 0.0572 1.0140 -2.6933
N 0.5376 0.1191 -1.8238
H 6.9065 -4.6259 -4.9969
H 5.7845 -4.3898 -6.3331
H 5.9422 -5.9783 -5.5954
H 6.0462 -3.2061 -3.2659
H 4.2400 -2.6006 -1.6863
H 1.5632 -5.2218 -3.7389
H 3.3760 -5.8337 -5.3217
H 1.3696 -2.2860 -4.0474
H 0.4988 -0.5911 -5.6155
H -0.3636 1.5872 -4.7064
H -0.3393 1.9214 -2.2513
N -0.4143 -3.3180 1.7618
C 0.2220 -2.9208 3.0383
C 1.1911 -1.7313 2.8965
O 1.9702 -1.5114 3.8170
O 1.0576 -1.0461 1.8184
H -1.1564 -3.9887 1.9112
H 0.2964 -3.8185 1.2237
H 0.7706 -3.7425 3.5027
H -0.5543 -2.5983 3.7357
C -6.5813 0.0669 -2.1526
C -5.1993 -0.5028 -1.9415
C -4.7139 -1.4634 -2.8126
C -3.4326 -1.9816 -2.5934
C -2.8512 -3.0060 -3.5338
C -2.6940 -1.5274 -1.5273
C -3.1318 -0.5133 -0.5895
C -4.4446 -0.0397 -0.8676
N -2.2656 -0.1770 0.3928
C -2.3869 0.8645 1.4103
C -3.6573 1.7274 1.4880
C -3.5618 2.7600 2.6226
C -2.3649 3.6855 2.3914
C -1.0836 2.8512 2.3505
C -0.9052 2.1092 3.6801
C -2.1165 1.2030 3.9262
C -3.3951 2.0414 3.9630
C -2.2154 0.1856 2.7864
C -1.1920 1.8274 1.2183
H -7.0926 -0.4364 -2.9741
H -6.5388 1.1336 -2.3867
H -7.1955 -0.0406 -1.2555
H -5.3140 -1.8110 -3.6470
H -3.5763 -3.7960 -3.7423
H -1.9470 -3.4596 -3.1277
H -2.5919 -2.5419 -4.4897
H -1.7199 -2.0011 -1.4244
H -4.9057 0.7002 -0.2377
H -4.5272 1.0895 1.6626
H -3.8058 2.2536 0.5407
H -4.4841 3.3502 2.6340
H -2.3054 4.4314 3.1922
H -2.4898 4.2274 1.4472
H -0.2185 3.5005 2.1804
H -0.7913 2.8274 4.5001
H 0.0068 1.5081 3.6403
H -1.9900 0.6765 4.8775
H -3.3507 2.7707 4.7798
H -4.2603 1.3945 4.1461
H -3.0595 -0.4972 2.9362
H -1.3042 -0.4170 2.7633
H -0.2614 1.2499 1.1830
H -1.3073 2.3253 0.2481
C 3.4136 3.0170 1.0383
Te 3.1365 1.2801 2.2637
C 4.2551 2.5329 3.5946
C 3.7313 3.9237 3.3156
C 3.6096 4.9174 4.2738
C 3.0463 6.1476 3.9468
C 2.6096 6.3872 2.6537
C 2.7397 5.3967 1.6850
C 3.2944 4.1682 2.0067
H 2.6895 3.0674 0.2275
H 4.4172 2.9642 0.6110
H 5.3114 2.4455 3.3330
H 4.1227 2.2349 4.6326
H 3.9370 4.7255 5.2895
H 2.9318 6.9083 4.7091
H 2.1503 7.3345 2.4003
H 2.3868 5.5763 0.6758
*
```

Values from the calculation:
* HOMO energy: -3.7 eV
* energy relative to the best compared isomer or geometry (same formula, charge and spin): 124.0 kJ/mol